Entry from OMol25: a 6-piece molecular cluster, CH14O5S2 overall in a non-equilibrium geometry (ωB97M-V/def2-TZVPD).

CARTESIAN COORDINATES (ANGSTROEM)
H -3.393 -1.517 0.591
O 1.780 1.370 -0.923
S -1.195 -2.560 1.879
H 0.706 -3.153 0.570
H 0.727 -1.467 0.987
H -1.522 2.112 -1.587
H 1.342 -1.069 -2.622
O 1.526 -1.861 -2.103
H 0.031 2.207 0.313
H 0.903 0.186 3.536
C 0.097 -2.264 0.611
H 0.179 0.674 2.226
H -2.175 1.074 -2.434
O -1.313 1.358 -2.137
O -0.460 3.014 0.488
H 2.460 -2.083 -2.153
H 0.015 3.610 1.075
S -2.627 -1.191 1.603
H -0.322 -2.224 -0.385
H 1.429 0.730 -1.564
H 1.561 2.269 -1.150
O 0.251 0.785 3.176

## Properties
ΔE to the lowest compared entry with this formula, charge and spin ... 28.8 kcal per mole
Lowest unoccupied orbital energy ... 0.265 eV
SMILES ... CSS.O.O.O.O.O
Gap between HOMO and LUMO ... 8.98 eV
Calculated total energy ... -33171.7324 eV
E_HOMO ... -8.71 eV

Atom charges from the Mulliken analysis, given in e for atoms 1 to 4: number 1, H, carries 0.124; number 2, O, carries -0.635; number 3, S, carries -0.035; number 4, H, carries 0.336